{"formula": "C28H51Cl2N3O6S", "method": "ωB97M-V with the def2-TZVPD basis set", "species": ["H", "O", "H", "H", "H", "H", "H", "O", "H", "H", "Cl", "H", "C", "H", "C", "C", "H", "H", "H", "C", "O", "C", "H", "H", "H", "C", "C", "H", "H", "C", "C", "H", "H", "H", "H", "C", "C", "C", "C", "N", "H", "H", "H", "C", "C", "H", "N", "H", "H", "H", "H", "C", "C", "H", "C", "H", "C", "H", "H", "C", "C", "H", "S", "H", "O", "H", "H", "H", "C", "H", "H", "H", "C", "H", "H", "H", "O", "H", "C", "C", "C", "C", "H", "N", "H", "H", "H", "O", "Cl", "C", "H"], "xyz": [[6.562245, -7.588075, 0.061014], [-3.129136, 1.059526, 5.213144], [-0.842622, 3.636636, -1.166374], [-0.698144, 6.425441, -1.587381], [-3.396971, 4.926853, 3.022937], [4.567259, -2.187939, 0.615257], [0.358951, -1.115098, -3.926353], [0.798324, -4.277440, 3.118629], [-1.319701, 8.073040, -4.067347], [-3.249950, 2.638866, 0.105450], [1.008936, -4.811913, 0.231644], [0.440202, 0.898061, -4.764200], [-1.656044, -2.272281, -4.336995], [3.237115, -3.140744, -0.318668], [-3.389146, 3.741400, 3.028124], [-0.566398, 1.397755, -2.953934], [-1.316161, -2.905450, -5.290274], [-1.169139, 3.737565, 2.472867], [-3.681384, 7.999159, -3.514146], [5.920162, -7.099892, -1.932003], [3.075151, -5.208300, 2.330557], [0.019816, -0.654679, 0.508872], [-0.502622, -2.597110, -1.234155], [1.925961, -2.152096, -1.778579], [-2.629857, 4.503084, 0.306435], [2.717898, -2.480546, 1.915492], [0.027200, 1.076432, -1.469752], [-1.988543, 2.025879, 2.377265], [-0.133976, 3.240478, 0.617658], [-4.062430, -0.293817, 6.917126], [-3.875661, 1.128558, 6.435871], [3.587702, -7.560846, -0.549992], [-1.975902, -0.760666, 7.058832], [2.713189, 0.033270, 0.506908], [-4.826498, 1.639305, 6.258361], [1.858500, -1.000815, -1.469067], [-0.324156, -1.940309, -3.399779], [2.960677, -0.802607, -0.273354], [-0.827763, 6.513803, -2.671242], [0.616854, 1.523990, -3.937337], [-2.920067, -2.053701, 6.294481], [-3.230053, 3.428218, 4.167158], [6.971922, -7.060596, -2.228564], [-2.946048, 5.942721, -3.451279], [1.411831, 2.008494, -1.340148], [2.015988, -1.619758, 2.283061], [-0.400603, -0.706267, 1.757132], [5.246783, -5.110617, 0.153555], [5.618078, -8.881109, -0.703338], [-3.291364, 1.716791, 7.151373], [-2.110992, -1.229005, -4.669070], [-0.681431, -1.583346, -1.841018], [0.338565, -0.491759, -1.128710], [-3.321306, 7.375484, -1.892728], [3.388375, -2.255199, 0.437690], [3.711649, -5.188104, -0.739457], [-1.556230, 7.789182, -3.035088], [-1.087824, 2.471049, -2.989778], [0.154462, 6.441701, -3.147159], [4.662485, -5.698850, -0.561947], [4.475716, -7.121225, -0.080692], [3.963700, -0.444454, -0.814178], [1.899853, -4.204048, 2.017795], [-3.726056, 5.311362, -3.016922], [-1.654687, 5.424489, -3.103352], [-1.300196, 8.627769, -2.382606], [4.360368, -7.193047, 1.003767], [5.350284, -7.589976, -2.728928], [-2.821736, -0.969687, 6.393090], [-4.177777, -0.365639, 8.001584], [-4.434623, 3.349366, 2.676959], [-1.358945, 0.646833, -3.368138], [-2.999433, 7.366069, -2.940892], [-4.950444, -0.733437, 6.447826], [2.258348, -0.414994, -2.428950], [0.595347, 2.500050, -4.360549], [5.409010, -5.767883, -1.784673], [3.604621, -2.535995, 2.712863], [-2.617984, -0.272484, 5.065814], [-2.401956, 3.364130, 0.470205], [-2.154890, 3.174210, 2.110323], [-0.934235, 2.951078, -0.219984], [-3.187862, -0.762567, 4.268890], [2.511565, 2.699467, -1.308571], [-2.438406, -2.958126, -3.777316], [0.325807, -2.936525, -3.414918], [-1.566224, -0.233187, 4.769254], [-1.017977, 1.511231, -0.491336], [-2.499366, -1.198618, -1.546819], [5.716410, -7.797095, -0.604728], [-3.036389, 5.909124, -4.542490]], "forces_ev_per_angstrom": [[-0.07, -0.07, -0.08], [-0.10, -0.21, 0.31], [0.21, -1.64, 1.51], [0.09, 0.07, 0.01], [-0.07, -2.41, -0.20], [-2.65, -0.26, -0.35], [-1.67, -1.71, 1.29], [3.67, 0.91, -4.55], [0.02, 0.00, 0.13], [1.65, 1.62, 0.60], [0.42, 0.68, 0.45], [0.23, 0.80, 1.17], [0.58, 0.01, -0.17], [0.08, 1.75, 1.65], [0.36, 0.34, 0.59], [0.21, 1.25, -1.28], [-0.61, 1.66, 2.02], [-2.07, -1.11, -1.03], [0.06, -0.11, 0.06], [0.01, 0.08, -0.44], [-4.07, 3.88, -2.08], [-3.42, 0.06, 8.40], [-0.51, 2.40, -1.22], [-0.67, 2.51, 0.78], [0.32, -2.27, -0.02], [1.25, 0.80, -0.23], [-0.65, 1.17, 0.25], [-0.38, 2.41, -0.74], [-1.36, -0.96, -2.17], [-0.61, -0.15, 0.17], [0.11, 0.43, -0.07], [0.04, 0.06, 0.08], [-0.07, -0.07, -0.08], [0.23, -1.71, -1.46], [0.13, 0.02, -0.07], [1.04, 0.12, -0.48], [0.11, -0.72, -0.91], [1.30, -0.42, -0.66], [0.32, -0.25, 0.25], [-1.63, 0.32, -1.06], [0.04, 0.14, -0.02], [-0.36, 0.52, -2.60], [-0.11, 0.11, -0.03], [-0.11, -0.35, -0.29], [7.45, 4.18, 0.13], [0.80, -2.01, -1.03], [4.24, 0.32, -11.81], [-0.11, 0.01, 0.10], [0.03, 0.13, -0.01], [-0.08, 0.02, 0.09], [0.62, -2.47, 0.64], [0.91, -1.32, 0.53], [-0.45, -1.10, 1.16], [-0.02, 0.01, -0.13], [0.98, 1.08, 0.08], [0.14, -0.07, -0.09], [0.36, 0.43, -0.32], [0.98, -2.46, 0.80], [-0.11, -0.12, 0.05], [0.17, 0.37, 0.04], [-0.60, -0.16, 0.28], [-2.27, -0.69, 1.19], [0.95, -3.68, 6.91], [0.15, -0.04, -0.03], [-0.07, 0.20, 0.02], [0.00, -0.12, -0.07], [-0.04, 0.09, -0.18], [0.07, -0.09, -0.01], [0.52, -0.30, 0.23], [-0.01, 0.04, -0.12], [2.02, 0.70, 0.61], [1.57, 1.15, 1.33], [-0.53, 0.13, 0.36], [0.06, 0.06, 0.09], [-1.16, -1.08, 2.13], [0.12, -1.68, 0.90], [-0.04, -0.24, 0.17], [-2.18, -0.49, -1.66], [0.06, 0.00, -0.49], [1.51, -0.41, 1.60], [-0.46, -0.28, 0.56], [-2.03, 1.84, 1.09], [0.11, -0.07, -0.01], [-10.09, -6.31, -0.18], [1.62, 1.74, -1.03], [-1.31, 2.20, 0.29], [-0.14, 0.09, -0.06], [2.70, 1.11, -1.48], [1.82, -0.14, -0.29], [0.52, -0.26, 0.18], [-0.10, 0.02, 0.01]], "mulliken_charge": [0.2522, -0.2861, 0.2527, 0.2602, 0.3225, 0.3100, 0.0979, -0.5706, 0.2633, 0.3083, -0.1968, 0.2749, -1.0160, -0.3446, -0.8537, 0.2168, 0.3551, 0.1959, 0.3373, -0.5231, -0.5377, -0.5015, 0.2823, 0.1336, 0.1500, -0.5736, 1.0432, 0.0573, 0.1511, -0.5638, -0.4720, 0.2978, 0.2691, 0.3503, 0.2608, -0.7369, -0.0362, -0.5591, -0.4618, -0.5791, 0.3351, 0.1382, 0.2906, -0.4509, -0.2547, 0.3485, -0.6314, 0.1002, 0.3644, 0.2909, 0.2255, -0.3426, 0.9730, 0.2578, 0.0884, -0.1947, -0.5259, 0.0459, 0.3088, 0.3692, -0.5426, 0.3330, 1.0217, 0.2556, -0.2613, 0.3208, 0.3160, 0.2787, -0.5264, 0.3311, 0.2485, -0.1481, -0.5475, 0.2630, 0.4310, 0.2536, -0.4340, 0.4077, -0.3369, -0.4351, -0.2024, -0.2324, 0.2258, -0.6624, 0.2657, 0.3537, 0.2032, -0.1634, -0.1186, -0.5465, 0.2823], "homo_energy_ev": -9.21, "smiles": "CCCCO[C@](C#N)(CN)[C@](C#N)(CCCCS(=O)(=O)Cl)[C@@H](Cl)CC.C1CCOC1.C1CCOC1.C1CCOC1", "largest_force_ev_per_a": 12.551, "gap_ev": 8.20}